Version P
Density functional theory data (ωB97M-V/def2-TZVPD) for an isolated ion of composition C4H5N2 and charge +1.

Geometry as ORCA input:
```
! wB97M-V def2-TZVPD RIJCOSX def2/J DEFGRID3
* xyz 1 1
N 0.659 2.063 0.050
C 1.121 1.049 0.382
C 0.959 -0.255 0.351
C 0.397 -1.484 0.760
C -0.315 -0.419 -0.142
N -1.277 -0.029 -0.907
H 1.002 2.936 -0.234
H 0.815 -2.348 0.483
H 0.085 -1.740 1.806
H -1.388 0.816 -1.528
H -2.056 -0.589 -1.021
*
```

Output
HOMO   -14.1859 eV
Lowest unoccupied orbital energy   -4.40 eV
Kohn-Sham gap   0.3597 hartree

Results of the natural (NBO) charge analysis, in e, for atoms 1 through 5: atom 1 (N): -0.538, atom 2 (C): 0.603, atom 3 (C): -0.302, atom 4 (C): -0.335, atom 5 (C): 0.449



Version Q
Density functional theory data (ωB97M-V/def2-TZVPD) for an isolated ion of composition C4H5N2 and charge +1.

Geometry as ORCA input:
```
! wB97M-V def2-TZVPD RIJCOSX def2/J DEFGRID3
* xyz 1 1
C 2.546 0.631 -0.210
C 1.510 0.105 0.064
C -1.565 1.009 0.201
C -0.422 -1.296 -0.137
N 0.536 -0.524 0.532
N -1.295 -0.159 -0.161
H 3.565 0.838 -0.189
H -1.248 1.407 1.073
H -2.328 1.530 -0.364
H -0.327 -1.500 -1.142
H -0.971 -2.042 0.333
*
```

Output
HOMO (spin up / spin down)   -14.7476 / -14.6699 eV
Lowest unoccupied orbital energy (spin up / spin down)   -7.40 / -6.91 eV
Kohn-Sham gap (spin up / spin down)   0.2701 / 0.2851 hartree

Results of the natural (NBO) charge analysis, in e, for atoms 1 through 5: atom 1 (C): 0.016, atom 2 (C): 0.116, atom 3 (C): 0.054, atom 4 (C): -0.061, atom 5 (N): -0.245



Version R
Density functional theory data (ωB97M-V/def2-TZVPD) for C4H5N2 as an isolated structure.

Geometry as ORCA input:
```
! wB97M-V def2-TZVPD RIJCOSX def2/J DEFGRID3
* xyz 1 1
C 2.313 0.554 0.541
C -1.315 0.444 -0.235
C -0.062 -0.530 -0.294
C 1.260 -0.215 -0.042
N 2.633 -0.427 -0.212
N -1.707 -0.428 0.783
H 2.786 1.399 1.034
H -1.282 1.489 0.098
H -1.786 0.302 -1.253
H -0.321 -1.492 -0.962
H -2.519 -1.097 0.541
*
```

Output
HOMO (spin up / spin down)   -15.4009 / -15.4010 eV
Lowest unoccupied orbital energy (spin up / spin down)   -6.94 / -6.94 eV
Kohn-Sham gap (spin up / spin down)   0.3109 / 0.3109 hartree

Results of the natural (NBO) charge analysis, in e, for atoms 1 through 5: atom 1 (C): 0.165, atom 2 (C): -0.242, atom 3 (C): -0.244, atom 4 (C): 0.283, atom 5 (N): -0.146



Most stable to least stable: version P, version R, version Q



Version P
Density functional theory data (ωB97M-V/def2-TZVPD) for a 3-piece molecular cluster, CH9N3O2 overall.

Geometry as ORCA input:
```
! wB97M-V def2-TZVPD RIJCOSX def2/J DEFGRID3
* xyz 0 1
N 0.411 -1.569 2.277
C 0.441 -1.141 1.067
N 0.610 0.208 0.792
N -0.108 -1.889 0.023
H 0.586 -0.844 2.960
H 0.493 0.996 1.402
H 0.571 0.420 -0.190
H -1.074 -1.618 -0.061
H 0.165 -2.848 0.078
O -1.941 1.733 -1.073
H -1.691 1.451 -1.950
H -2.345 2.594 -1.181
O 0.878 1.613 -2.097
H 1.058 1.797 -1.176
H 1.558 1.046 -2.463
*
```

Output
HOMO   -8.7841 eV
Lowest unoccupied orbital energy   0.61 eV
Kohn-Sham gap   0.3452 hartree

Results of the natural (NBO) charge analysis, in e, for atoms 1 through 5: atom 1 (N): -0.739, atom 2 (C): 0.566, atom 3 (N): -0.856, atom 4 (N): -0.876, atom 5 (H): 0.327



Version Q
Density functional theory data (ωB97M-V/def2-TZVPD) for a 2-piece molecular cluster, CH9N3O2 overall.

Geometry as ORCA input:
```
! wB97M-V def2-TZVPD RIJCOSX def2/J DEFGRID3
* xyz 0 1
N -1.229 -1.126 -0.043
N 0.002 -1.355 -0.634
N 0.500 -0.177 -1.311
O -0.171 -2.400 -1.617
H -1.093 -0.512 0.770
H -1.890 -0.652 -0.670
H -0.034 0.034 -2.160
H 1.465 -0.352 -1.570
H -0.953 -2.905 -1.337
C 0.695 1.674 1.755
O -0.260 1.557 0.731
H 0.940 0.697 2.197
H 0.267 2.315 2.533
H 1.616 2.136 1.398
H 0.145 1.064 -0.043
*
```

Output
HOMO   -9.3768 eV
Lowest unoccupied orbital energy   0.93 eV
Kohn-Sham gap   0.3789 hartree

Results of the natural (NBO) charge analysis, in e, for atoms 1 through 5: atom 1 (N): -0.687, atom 2 (N): 0.119, atom 3 (N): -0.700, atom 4 (O): -0.611, atom 5 (H): 0.397



Version R
Density functional theory data (ωB97M-V/def2-TZVPD) for a 3-piece molecular cluster, CH9N3O2 overall.

Geometry as ORCA input:
```
! wB97M-V def2-TZVPD RIJCOSX def2/J DEFGRID3
* xyz 0 1
N 0.146 2.964 -0.574
C -0.316 1.744 -0.358
N 0.448 0.883 0.389
N -1.656 1.377 -0.639
H 1.043 3.263 -0.040
H 1.301 1.412 0.826
H 0.411 -0.089 0.114
H -2.028 0.568 -0.131
H -1.855 1.556 -1.583
O 1.405 -1.878 -1.210
H 1.133 -2.687 -0.612
H 2.305 -2.237 -1.558
O -0.421 -2.241 1.695
H -0.732 -2.888 2.322
H -1.184 -1.747 1.358
*
```

Output
HOMO   -8.1424 eV
Lowest unoccupied orbital energy   0.33 eV
Kohn-Sham gap   0.3114 hartree

Results of the natural (NBO) charge analysis, in e, for atoms 1 through 5: atom 1 (N): -0.801, atom 2 (C): 0.569, atom 3 (N): -0.860, atom 4 (N): -0.842, atom 5 (H): 0.335



Most stable to least stable: version P, version R, version Q



Version P
Density functional theory data (ωB97M-V/def2-TZVPD) for a 2-piece molecular cluster, C9H14 overall.

Geometry as ORCA input:
```
! wB97M-V def2-TZVPD RIJCOSX def2/J DEFGRID3
* xyz 1 2
C -0.621 -2.356 -1.196
C -0.156 -0.935 -0.989
C 1.134 -0.482 -0.818
C -1.228 0.018 -0.948
C 1.514 0.912 -0.767
C -0.935 1.392 -1.044
C 0.461 1.775 -0.844
H -1.582 -2.343 -1.507
H -0.483 -2.979 -0.245
H 1.906 -1.217 -0.839
H -2.320 -0.246 -1.022
H 2.486 1.180 -0.678
H -1.714 2.116 -1.009
H 0.473 2.893 -0.866
H -0.042 -2.901 -1.965
C -0.067 0.877 2.795
C 0.110 -0.611 2.551
H 0.154 1.324 1.833
H -1.164 0.932 2.876
H 0.541 1.271 3.520
H 1.021 -1.089 2.129
H -0.549 -1.143 1.835
H 0.004 -1.330 3.500
*
```

Output
HOMO (spin up / spin down)   -14.5245 / -14.5908 eV
Lowest unoccupied orbital energy (spin up / spin down)   -4.25 / -8.43 eV
Kohn-Sham gap (spin up / spin down)   0.3775 / 0.2264 hartree

Results of the natural (NBO) charge analysis, in e, for atoms 1 through 5: atom 1 (C): -0.664, atom 2 (C): 0.208, atom 3 (C): -0.063, atom 4 (C): -0.226, atom 5 (C): -0.211



Version Q
Density functional theory data (ωB97M-V/def2-TZVPD) for a 2-piece molecular cluster, C9H14 overall.

Geometry as ORCA input:
```
! wB97M-V def2-TZVPD RIJCOSX def2/J DEFGRID3
* xyz 1 2
C -0.987 -1.563 -1.051
C 0.375 1.861 -1.694
C 0.097 2.476 -0.488
C -0.284 0.665 -1.969
C -0.933 -0.072 -0.925
C -0.629 1.810 0.548
C -1.206 0.581 0.273
H 0.883 2.417 -2.472
H 0.730 3.336 -0.277
H -0.243 0.356 -3.003
H -0.872 2.242 1.510
H -0.804 -2.009 -0.088
H -0.403 -1.943 -1.878
H -1.742 0.024 1.032
H -2.073 -1.731 -1.262
C 0.988 -2.417 1.586
C 1.881 -1.742 2.654
H 1.362 -3.400 1.242
H -0.026 -2.538 1.927
H 1.063 -1.774 0.708
H 1.511 -0.704 2.564
H 2.899 -1.771 2.258
H 1.806 -2.250 3.611
*
```

Output
HOMO (spin up / spin down)   -14.7493 / -14.7485 eV
Lowest unoccupied orbital energy (spin up / spin down)   -4.51 / -8.12 eV
Kohn-Sham gap (spin up / spin down)   0.3764 / 0.2434 hartree

Results of the natural (NBO) charge analysis, in e, for atoms 1 through 5: atom 1 (C): -0.673, atom 2 (C): -0.236, atom 3 (C): -0.009, atom 4 (C): -0.076, atom 5 (C): 0.234



Most stable to least stable: version Q, version P



Version P
Density functional theory data (ωB97M-V/def2-TZVPD) for a 2-piece molecular cluster, C9H14 overall.

Geometry as ORCA input:
```
! wB97M-V def2-TZVPD RIJCOSX def2/J DEFGRID3
* xyz 1 2
C 1.034 -4.615 0.216
C -0.134 -3.745 0.092
H 0.865 -5.675 0.708
H 1.401 -4.967 -0.733
H 1.969 -4.193 0.744
H -0.611 -3.432 0.982
H 0.054 -2.882 -0.531
H -0.962 -4.295 -0.409
C -0.585 0.498 1.988
C 0.081 2.544 -1.577
C -1.140 2.179 -1.155
C 1.157 2.115 -0.879
C -1.343 1.269 -0.133
C 1.044 1.208 0.181
C -0.210 0.930 0.662
H 0.141 3.269 -2.458
H -1.956 2.593 -1.671
H 2.226 2.280 -1.217
H -2.416 1.060 0.336
H 1.967 0.867 0.552
H 0.131 -0.010 2.546
H -1.364 -0.199 2.061
H -0.869 1.285 2.726
*
```

Output
HOMO (spin up / spin down)   -13.8278 / -13.8276 eV
Lowest unoccupied orbital energy (spin up / spin down)   -4.33 / -8.54 eV
Kohn-Sham gap (spin up / spin down)   0.3490 / 0.1944 hartree

Results of the natural (NBO) charge analysis, in e, for atoms 1 through 5: atom 1 (C): -0.619, atom 2 (C): -0.617, atom 3 (H): 0.217, atom 4 (H): 0.215, atom 5 (H): 0.202



Version Q
Density functional theory data (ωB97M-V/def2-TZVPD) for a 2-piece molecular cluster, C9H14 overall.

Geometry as ORCA input:
```
! wB97M-V def2-TZVPD RIJCOSX def2/J DEFGRID3
* xyz 1 2
C 0.414 1.958 -1.310
C -0.294 -0.354 -0.855
C -0.482 1.037 -0.630
C -1.075 -1.335 -0.223
C -1.940 -0.956 0.809
C -1.501 1.386 0.341
C -2.264 0.366 0.922
H 0.552 -0.724 -1.565
H -1.188 -2.351 -0.557
H 1.016 2.647 -0.724
H -0.251 2.755 -1.848
H -2.445 -1.591 1.522
H -1.731 2.407 0.678
H -3.010 0.703 1.679
H 1.119 1.492 -2.095
C 2.738 -1.621 -0.019
C 2.663 -0.409 0.970
H 2.710 -2.630 0.372
H 1.919 -1.430 -0.745
H 3.717 -1.427 -0.498
H 2.426 0.587 0.596
H 3.672 -0.138 1.412
H 1.937 -0.729 1.744
*
```

Output
HOMO (spin up / spin down)   -14.4965 / -14.4933 eV
Lowest unoccupied orbital energy (spin up / spin down)   -4.49 / -8.31 eV
Kohn-Sham gap (spin up / spin down)   0.3679 / 0.2272 hartree

Results of the natural (NBO) charge analysis, in e, for atoms 1 through 5: atom 1 (C): -0.710, atom 2 (C): -0.226, atom 3 (C): 0.207, atom 4 (C): -0.107, atom 5 (C): -0.004



Most stable to least stable: version Q, version P



Version P
Density functional theory data (ωB97M-V/def2-TZVPD) for one molecule with the formula C2H6N4O2.

Geometry as ORCA input:
```
! wB97M-V def2-TZVPD RIJCOSX def2/J DEFGRID3
* xyz 0 1
H -0.315 -2.479 -0.916
N 0.205 -1.558 -0.718
C -0.378 -0.942 0.215
N -1.304 -1.558 1.021
O -1.620 -2.912 0.636
O -0.289 0.360 0.616
C 0.656 1.061 -0.073
N 0.522 2.356 -0.083
N 1.465 3.083 -1.022
H -2.296 -1.201 1.298
H -1.557 -3.273 1.544
H 0.980 0.475 -1.061
H 1.435 4.080 -0.428
H 2.496 2.509 -1.030
*
```

Output
HOMO   -8.9853 eV
Lowest unoccupied orbital energy   0.62 eV
Kohn-Sham gap   0.3530 hartree

Results of the natural (NBO) charge analysis, in e, for atoms 1 through 5: atom 1 (H): 0.391, atom 2 (N): -0.762, atom 3 (C): 0.653, atom 4 (N): -0.376, atom 5 (O): -0.572



Version Q
Density functional theory data (ωB97M-V/def2-TZVPD) for one molecule with the formula C2H6N4O2.

Geometry as ORCA input:
```
! wB97M-V def2-TZVPD RIJCOSX def2/J DEFGRID3
* xyz 0 1
N -2.351 1.278 0.276
N -2.761 0.000 0.023
C -2.065 -1.054 0.062
O -0.721 -1.173 0.201
N 0.087 -0.079 -0.133
C 1.247 -0.494 -0.174
N 2.283 0.372 -0.386
O 3.317 0.058 0.512
H -2.823 1.948 -0.300
H -1.345 1.494 0.123
H -2.569 -2.043 -0.088
H 1.585 -1.556 -0.036
H 1.964 1.266 -0.122
H 4.153 -0.017 0.041
*
```

Output
HOMO   -8.3594 eV
Lowest unoccupied orbital energy   0.73 eV
Kohn-Sham gap   0.3341 hartree

Results of the natural (NBO) charge analysis, in e, for atoms 1 through 5: atom 1 (N): -0.643, atom 2 (N): -0.306, atom 3 (C): 0.303, atom 4 (O): -0.398, atom 5 (N): -0.215



Most stable to least stable: version Q, version P